{
  "formula": "C45H51GaIO7",
  "method": "ωB97M-V/def2-TZVPD",
  "lumo_ev": 0.0,
  "e_homo_ev": -4.9,
  "gap_ha": 0.181,
  "charge": -1,
  "species": ["H", "C", "H", "H", "O", "C", "H", "H", "H", "C", "C", "H", "C", "C", "H", "H", "O", "C", "C", "C", "H", "H", "C", "C", "H", "H", "H", "H", "H", "C", "C", "O", "C", "C", "I", "O", "H", "H", "C", "Ga", "C", "H", "H", "H", "H", "C", "C", "H", "H", "C", "H", "C", "C", "H", "H", "H", "C", "H", "H", "H", "C", "H", "H", "C", "H", "H", "C", "H", "C", "H", "C", "C", "H", "H", "O", "C", "C", "H", "O", "H", "C", "C", "C", "C", "H", "C", "C", "C", "H", "C", "H", "C", "C", "C", "H", "C", "H", "C", "H", "H", "H", "H", "C", "H", "O"],
  "positions_angstrom": [[5.875, 3.993, -2.346], [3.839, -0.281, -3.561], [-6.543, 2.224, 2.207], [-1.943, -1.095, 2.562], [10.283, -0.090, -3.105], [5.457, 0.364, -5.233], [-0.494, 3.182, -1.479], [8.479, 1.185, -4.272], [-4.460, -5.080, 3.830], [8.171, 1.718, -3.378], [11.588, -0.713, -0.715], [-8.521, 0.551, 3.064], [8.828, 1.498, -2.168], [-3.457, -5.603, 3.933], [6.062, -2.784, -4.124], [-1.870, -2.615, 3.559], [-10.756, 1.014, 1.850], [9.142, 1.993, 0.260], [-3.656, 0.639, 1.197], [-7.359, -2.239, 2.265], [-3.577, -6.734, 3.993], [0.488, 0.922, -1.389], [6.708, 3.298, -2.297], [0.920, 1.672, -2.044], [12.996, -1.706, 0.565], [-2.966, -2.352, 0.581], [6.938, -1.109, -5.728], [-2.932, 3.692, 0.156], [12.390, -0.372, 2.564], [0.365, 2.945, -2.094], [10.232, 0.991, 0.328], [-1.716, 2.039, -0.180], [-4.231, 1.865, 0.358], [-9.773, 1.530, 1.297], [-5.868, -2.424, -0.511], [2.173, -0.827, -2.001], [-1.562, -4.689, 3.216], [7.050, 3.629, -0.205], [7.369, 3.093, -1.092], [-5.043, -0.387, 2.319], [5.577, -1.819, -4.220], [4.079, -2.263, -2.749], [-3.139, -5.010, 0.627], [-4.287, -4.285, 1.835], [-10.582, 1.321, -0.803], [-2.438, -5.230, 2.746], [9.930, 0.511, -2.105], [-5.216, 1.002, 4.615], [-6.601, 2.840, 3.971], [-3.969, -1.887, 3.322], [-9.175, 0.150, -0.347], [12.228, -0.944, 0.497], [10.888, 0.768, 1.538], [-6.693, -2.928, 2.868], [11.863, -1.294, -1.589], [-7.929, -1.593, 3.009], [4.461, -1.524, -3.445], [-3.832, -1.509, 4.400], [-3.232, -0.101, 0.433], [-4.925, 1.547, -0.498], [2.568, 2.330, -3.685], [-2.845, 1.004, 1.907], [-2.007, -6.165, 2.244], [10.593, 0.260, -0.804], [-8.933, 2.052, 4.159], [0.491, 4.913, -2.956], [-2.480, -2.079, 2.744], [-3.236, 2.904, -1.454], [-2.478, -2.954, 1.407], [5.849, 1.095, -5.932], [8.435, 2.195, -1.025], [-3.176, -4.398, 1.593], [-7.284, -0.504, 0.904], [-8.879, 1.951, -0.757], [-8.914, 2.360, 2.030], [-8.410, 1.663, 3.234], [-3.003, 2.668, -0.363], [10.620, 1.343, 2.418], [4.160, 2.834, -5.338], [2.434, 4.367, -4.377], [3.723, 2.007, -4.552], [0.917, 3.916, -2.928], [-6.824, 1.965, 3.272], [2.641, 0.018, -2.741], [6.601, 2.783, -4.383], [-8.455, -3.172, 1.548], [-5.965, 0.719, 3.795], [7.113, 2.616, -3.442], [-8.906, -2.670, 0.633], [-9.586, 1.212, -0.259], [-4.544, -2.859, 3.404], [2.030, 1.365, -2.831], [4.346, 0.668, -4.448], [11.884, -0.197, 1.621], [-4.774, 2.647, 0.969], [-6.540, -1.309, 1.232], [-7.990, -4.164, 1.264], [2.012, 3.608, -3.726], [-1.302, 2.369, 0.636], [-6.707, 0.009, 4.316], [-1.418, -3.193, 1.034], [-9.279, -3.399, 2.307], [6.071, -0.877, -5.119], [-3.013, -5.232, 4.922], [8.829, 2.634, 1.247]],
  "mulliken_charge": [0.48, 0.15, 0.02, 0.24, -0.68, -0.68, 0.56, 0.48, 0.24, -0.62, -0.54, -0.04, 0.24, -0.90, 0.41, 0.42, -0.56, 0.66, -0.22, 0.27, 0.27, 0.63, -0.64, -0.85, 0.39, 0.01, 0.43, 0.26, 0.39, -0.18, 0.15, -0.37, -0.22, 0.76, -0.14, -0.68, 0.26, 0.47, -0.71, -0.50, -0.58, 0.49, 0.39, 0.02, 0.32, -0.45, 0.54, 0.37, 0.25, 0.02, 0.13, -0.46, -0.55, 0.02, 0.45, 0.04, -0.61, 0.27, 0.06, 0.18, 0.23, 0.21, 0.38, 0.21, 0.22, 0.41, -0.74, 0.19, -0.43, 0.50, 0.20, -0.37, -0.11, 0.29, -0.40, -0.01, -0.61, 0.46, -0.72, 0.47, 0.57, -0.79, -0.28, 0.52, 0.67, -1.26, -0.57, -0.50, 0.22, -0.80, -0.26, 0.28, 0.59, -0.46, 0.16, -0.07, 0.30, -0.64, 0.27, 0.28, 0.32, 0.39, -0.45, 0.21, -0.67]
}